Entry 1:
The following is a DFT calculation (wB97M-V/def2-TZVPD) of a structure of composition C26H30AuN4O6S.

Results
* E_tot: -60226.607 eV
* charge: -1

CARTESIAN COORDINATES (ANGSTROEM)
Au (0.24, -0.71, -0.56)
S (-1.72, -3.17, -0.39)
O (2.65, -1.88, -2.31)
O (-3.02, -3.78, -0.53)
O (0.75, 0.00, 2.22)
O (-1.03, -3.30, 0.86)
O (2.00, 1.65, 0.47)
O (6.07, 1.21, -1.36)
N (-1.72, -1.63, -0.80)
N (-1.48, 1.04, -1.30)
N (3.99, 1.39, -0.52)
N (2.25, -0.20, -0.83)
C (-4.56, 0.43, -3.25)
C (4.96, 0.74, -1.22)
C (3.05, -0.93, -1.68)
C (-3.47, 1.10, -2.65)
C (-2.21, 3.11, -2.23)
C (2.23, -0.16, 4.15)
C (2.68, 0.95, -0.26)
C (1.94, -0.59, 2.73)
C (0.58, -4.41, -1.22)
C (-1.32, 2.32, -1.46)
C (5.02, -0.69, -3.24)
C (1.05, -4.99, -3.52)
C (1.99, -5.52, -4.57)
C (-3.77, -1.63, -2.22)
C (4.86, -1.82, 0.49)
C (4.35, 0.32, -4.15)
C (5.30, -1.69, -0.96)
C (-1.06, -3.98, -2.93)
C (-0.66, -3.93, -1.60)
C (-4.69, -0.91, -3.02)
C (-0.21, -4.51, -3.88)
C (4.56, -0.61, -1.78)
C (-3.27, 2.49, -2.82)
C (1.43, -4.94, -2.19)
C (-2.68, -1.03, -1.62)
C (-2.54, 0.40, -1.86)
H (1.39, -0.40, 4.80)
H (3.12, -0.67, 4.54)
H (1.54, -6.34, -5.14)
H (4.82, -1.71, -3.58)
H (3.27, 0.17, -4.18)
H (4.54, 1.34, -3.82)
H (0.89, -4.34, -0.19)
H (2.41, 0.91, 4.20)
H (2.41, -5.30, -1.90)
H (5.45, -2.59, 1.00)
H (-0.45, 2.76, -1.00)
H (6.10, -0.54, -3.24)
H (-3.96, -2.68, -2.05)
H (-5.27, 0.98, -3.86)
H (6.36, -1.46, -1.02)
H (-0.51, -4.53, -4.92)
H (5.13, -2.64, -1.48)
H (2.91, -5.89, -4.13)
H (3.81, -2.10, 0.58)
H (1.75, -1.67, 2.68)
H (4.23, 2.27, -0.09)
H (-5.52, -1.45, -3.46)
H (-2.03, -3.60, -3.22)
H (2.78, -0.36, 2.07)
H (0.96, 0.91, 1.96)
H (2.26, -4.75, -5.29)
H (-2.03, 4.17, -2.35)
H (5.00, -0.89, 1.05)
H (-3.97, 3.05, -3.42)
H (4.72, 0.23, -5.17)


Entry 2:
The following is a DFT calculation (wB97M-V/def2-TZVPD) of a cluster of 2 separate species, C26H30ClINO10P2 in total.

Results
* E_tot: -88610.589 eV
* charge: -1

CARTESIAN COORDINATES (ANGSTROEM)
I (-1.86, 2.07, 2.72)
Cl (-7.47, -4.30, 3.21)
P (6.57, 4.14, -2.01)
P (6.53, 2.39, -3.32)
O (-8.58, -3.94, 2.35)
O (-7.96, -4.96, 4.40)
O (-0.18, 3.45, 0.75)
O (6.95, 5.34, -2.75)
O (5.13, 4.37, -1.31)
O (-6.58, -5.19, 2.49)
O (5.00, -0.32, -2.54)
O (7.56, 3.86, -0.78)
O (1.63, 2.46, -4.79)
O (-6.74, -3.10, 3.58)
N (5.58, -2.28, 1.10)
C (-0.83, -1.83, -0.12)
C (-0.39, -1.15, 1.18)
C (3.58, -0.73, -0.11)
C (0.99, -0.43, 1.09)
C (0.77, 1.78, -2.06)
C (0.42, 1.16, -0.88)
C (1.28, 0.31, -0.21)
C (2.41, 2.26, -3.89)
C (4.30, -0.25, 0.96)
C (4.76, 1.90, -3.30)
C (-0.84, 2.45, 0.87)
C (-2.23, -2.51, -0.04)
C (-5.68, -1.37, 1.40)
C (4.85, -2.71, 0.08)
C (2.00, 1.60, -2.59)
C (3.87, 2.65, -3.94)
C (2.92, 0.78, -1.94)
C (4.28, 0.66, -2.56)
C (2.55, 0.13, -0.77)
C (-5.80, 0.18, 1.26)
C (-3.28, -1.77, 0.82)
C (-4.72, -1.97, 0.34)
C (5.26, -1.07, 1.51)
C (-5.71, 0.88, 2.64)
C (3.86, -2.01, -0.56)
C (-0.97, 1.49, -0.34)
H (-1.50, 2.09, -1.10)
H (-6.79, 0.45, 0.86)
H (4.17, 3.53, -4.51)
H (4.10, 0.75, 1.32)
H (-1.12, -0.44, 1.57)
H (-6.68, -1.80, 1.34)
H (0.03, 2.41, -2.54)
H (-0.29, -1.94, 1.93)
H (-3.18, -2.10, 1.86)
H (-3.09, -0.69, 0.83)
H (3.30, -2.37, -1.42)
H (-2.15, -3.54, 0.32)
H (-2.65, -2.59, -1.05)
H (-0.13, -2.64, -0.36)
H (5.84, -0.67, 2.35)
H (-4.92, -1.40, -0.58)
H (1.75, -1.17, 1.32)
H (7.39, 4.57, -0.14)
H (-4.93, 0.38, 3.22)
H (6.79, 2.91, -4.61)
H (4.62, 4.99, -1.85)
H (-4.99, -3.01, 0.15)
H (1.02, 0.33, 1.89)
H (-5.44, 1.94, 2.54)
H (-0.81, -1.17, -0.99)
H (-5.06, 0.59, 0.57)
H (-5.32, -1.55, 2.41)
H (-1.60, 0.63, -0.14)
H (5.07, -3.72, -0.29)
H (-6.66, 0.79, 3.17)


Entry 3:
The following is a DFT calculation (wB97M-V/def2-TZVPD) of a structure of composition C26H30ClNSZr.

Results
* E_tot: -53562.575 eV
* charge: +2

CARTESIAN COORDINATES (ANGSTROEM)
Zr (-0.37, -0.93, -0.28)
Cl (0.03, 0.20, -3.55)
S (-0.64, 1.10, 2.24)
N (0.16, 0.82, 0.82)
C (0.12, -0.08, 3.36)
C (-2.64, -0.35, 0.23)
C (2.03, -0.98, 4.50)
C (-0.71, -1.06, 3.91)
C (1.21, -1.97, 5.06)
C (0.97, 4.98, 3.97)
C (2.02, -1.40, -0.15)
C (1.35, 3.06, 2.54)
C (-2.37, -1.75, 0.49)
C (-0.83, 3.43, 3.55)
C (1.26, 0.62, -5.85)
C (-2.44, -1.43, -1.82)
C (-2.30, -2.41, -0.78)
C (-2.67, -0.16, -1.20)
C (0.44, -3.10, 0.10)
C (1.82, 4.22, 3.16)
C (0.71, -2.93, -1.30)
C (-0.10, 0.12, -5.28)
C (-0.38, -1.32, -5.74)
C (-1.26, 1.04, -5.70)
C (-0.36, 4.59, 4.16)
C (0.04, 2.65, 2.78)
C (-0.15, -2.01, 4.77)
C (1.67, -1.88, -1.45)
C (1.48, -0.02, 3.65)
C (1.21, -2.12, 0.82)
H (-1.77, -1.06, 3.66)
H (-0.39, -1.32, -6.85)
H (0.88, 1.50, 0.54)
H (3.10, -0.95, 4.74)
H (1.34, 5.88, 4.46)
H (-2.53, -1.63, -2.89)
H (-1.35, -1.68, -5.36)
H (1.64, -2.72, 5.73)
H (1.49, 1.60, -5.40)
H (-1.28, 1.16, -6.80)
H (2.03, 2.48, 1.90)
H (1.22, 0.70, -6.95)
H (-1.86, 3.10, 3.67)
H (2.81, -0.70, 0.09)
H (-0.21, -3.85, 0.56)
H (1.28, -2.00, 1.90)
H (-2.31, -2.21, 1.48)
H (0.39, -2.02, -5.37)
H (-2.95, 0.76, -1.71)
H (2.18, -1.62, -2.38)
H (2.10, 0.76, 3.22)
H (2.05, -0.08, -5.53)
H (-1.04, 5.18, 4.77)
H (2.85, 4.54, 3.01)
H (-2.22, 0.62, -5.34)
H (-0.80, -2.78, 5.20)
H (-2.93, 0.40, 0.96)
H (-2.21, -3.48, -0.95)
H (-1.14, 2.03, -5.22)
H (0.31, -3.54, -2.11)


Entry 4:
The following is a DFT calculation (wB97M-V/def2-TZVPD) of a structure of composition C26H30F4IN2ORuSi.

Results
* E_tot: -61901.923 eV
* charge: +1

CARTESIAN COORDINATES (ANGSTROEM)
I (0.13, 0.43, -2.75)
Ru (-0.07, -0.22, -0.29)
Si (0.18, -3.69, -0.06)
F (3.33, 2.66, 4.33)
F (2.19, -0.41, 0.03)
F (4.74, -0.13, 0.82)
F (0.81, 2.40, 3.57)
O (-0.20, -2.03, -0.11)
N (-2.09, 0.16, -0.02)
N (0.13, 0.69, 1.30)
C (3.80, 0.49, 1.51)
C (3.07, 1.89, 3.28)
C (1.97, -3.97, 0.50)
C (-2.56, 1.44, -0.63)
C (-2.20, 0.26, 1.46)
C (3.01, -3.35, -0.44)
C (-1.09, 1.12, 2.01)
C (-0.28, -4.29, -1.76)
C (1.75, 1.75, 2.88)
C (-2.96, -0.95, -0.49)
C (-1.47, -3.53, 2.26)
C (-1.12, -5.23, -4.27)
C (4.11, 1.27, 2.61)
C (-2.57, -6.05, 1.94)
C (-2.05, -4.69, -3.38)
C (0.21, -5.32, -3.90)
C (2.49, 0.35, 1.12)
C (-1.08, -4.30, 1.16)
C (-1.63, -4.23, -2.14)
C (2.24, -5.47, 0.61)
C (-2.94, -5.26, 3.02)
C (0.62, -4.85, -2.66)
C (-2.39, -4.00, 3.18)
C (2.15, -3.36, 1.89)
C (1.42, 0.96, 1.79)
C (-1.65, -5.57, 1.02)
H (-0.99, 0.94, 3.08)
H (-2.09, 1.61, -1.59)
H (-1.45, -5.60, -5.23)
H (3.20, -3.43, 2.20)
H (-3.09, -4.64, -3.65)
H (-1.37, -6.19, 0.17)
H (-3.64, 1.39, -0.77)
H (-3.66, -5.64, 3.74)
H (3.26, -5.64, 0.96)
H (1.86, -2.31, 1.93)
H (-2.13, -0.75, 1.85)
H (-2.99, -7.04, 1.81)
H (-1.02, -2.55, 2.42)
H (5.13, 1.40, 2.93)
H (-2.67, -3.39, 4.04)
H (1.57, -5.95, 1.32)
H (-3.99, -0.73, -0.20)
H (-2.63, -1.87, -0.02)
H (0.93, -5.75, -4.58)
H (-3.19, 0.66, 1.73)
H (2.99, -3.81, -1.44)
H (-2.33, 2.27, 0.04)
H (-2.37, -3.86, -1.45)
H (2.86, -2.28, -0.58)
H (-2.88, -1.02, -1.57)
H (1.67, -4.94, -2.40)
H (-1.25, 2.19, 1.87)
H (2.13, -5.99, -0.35)
H (4.01, -3.50, -0.03)
H (1.56, -3.90, 2.64)


Entry 5:
The following is a DFT calculation (wB97M-V/def2-TZVPD) of a structure of composition C26H30HgN10O2S.

Results
* E_tot: -61456.033 eV
* charge: -1
* spin multiplicity: 2

CARTESIAN COORDINATES (ANGSTROEM)
Hg (-0.49, -0.26, -0.24)
S (-1.05, 1.28, 3.01)
O (-2.42, 1.20, 2.55)
O (-0.75, 0.62, 4.27)
N (-1.35, -1.79, 1.50)
N (0.32, 7.05, 3.47)
N (1.96, 0.92, 2.86)
N (0.50, -3.23, 1.32)
N (-0.23, -2.84, -0.86)
N (1.54, -0.34, 0.86)
N (-1.02, 0.18, -2.25)
N (0.12, -2.15, 3.30)
N (1.44, -4.48, -0.38)
N (-0.17, 0.73, 1.83)
C (1.72, -1.52, -4.03)
C (3.30, 0.54, 2.77)
C (-0.68, 2.99, 3.21)
C (0.50, -3.49, -0.05)
C (-1.01, -1.18, -4.30)
C (0.00, 5.68, 3.36)
C (1.37, -5.74, 0.34)
C (1.70, -4.65, -1.79)
C (0.70, 4.73, 4.10)
C (-4.00, 2.27, -1.72)
C (-2.10, 1.00, -2.53)
C (-0.36, -0.55, -3.23)
C (-2.33, 1.55, -3.80)
C (1.20, 0.45, 1.91)
C (-3.38, 2.43, -4.01)
C (-1.39, 3.93, 2.47)
C (-1.06, 5.27, 2.55)
C (-4.23, 2.80, -2.98)
C (-0.31, -1.95, -5.21)
C (-2.96, 1.39, -1.50)
C (-0.34, -2.37, 2.02)
C (0.37, 3.39, 4.02)
C (2.88, -0.68, 0.76)
C (1.06, -2.13, -5.08)
C (1.03, -0.74, -3.11)
C (3.77, -0.24, 1.72)
H (2.79, -1.64, -3.91)
H (1.53, 5.05, 4.73)
H (-1.67, 1.31, -4.62)
H (3.17, -1.30, -0.08)
H (-1.80, -1.20, 2.19)
H (-2.81, 1.01, -0.49)
H (3.96, 0.91, 3.54)
H (1.61, -2.74, -5.80)
H (-0.16, -3.16, -1.82)
H (1.55, -0.27, -2.29)
H (-2.08, -1.07, -4.39)
H (-0.85, -2.44, -6.01)
H (-5.05, 3.50, -3.16)
H (0.88, -5.16, -2.32)
H (-2.20, 3.59, 1.84)
H (-4.64, 2.55, -0.89)
H (4.82, -0.50, 1.66)
H (-3.52, 2.84, -5.01)
H (2.32, -6.26, 0.24)
H (1.86, -3.68, -2.26)
H (1.28, 7.21, 3.72)
H (1.43, -3.27, 1.72)
H (0.06, 7.58, 2.65)
H (0.58, -6.39, -0.06)
H (0.42, -2.94, 3.84)
H (1.17, -5.58, 1.39)
H (2.60, -5.25, -1.91)
H (-1.61, 6.00, 1.98)
H (0.93, 2.64, 4.55)
H (-0.37, -1.42, 3.82)


Entry 6:
The following is a DFT calculation (wB97M-V/def2-TZVPD) of the molecule C26H30N2O2.

Results
* E_tot: -34523.924 eV
* structure (SMILES): O[C@@H](COc1ccccc1)CN1CCN(C(c2ccccc2)c2ccccc2)CC1

CARTESIAN COORDINATES (ANGSTROEM)
O (4.83, -1.20, 0.20)
O (2.56, 1.10, 1.78)
N (-1.87, 0.52, -0.92)
N (0.67, -0.08, 0.21)
C (3.02, 0.25, 0.76)
C (-3.94, 4.27, 1.65)
C (-0.72, 1.37, -1.18)
C (-3.49, 2.25, -0.22)
C (4.29, -0.44, 1.26)
C (-3.16, 3.57, -0.50)
C (-1.75, -0.06, 0.40)
C (-4.25, 0.11, -1.35)
C (-3.93, -1.20, -1.67)
C (8.34, -3.37, 0.59)
C (-5.58, 0.47, -1.23)
C (7.63, -3.34, -0.60)
C (-6.26, -1.78, -1.69)
C (5.99, -1.89, 0.40)
C (-6.58, -0.47, -1.40)
C (-3.15, 1.15, -1.21)
C (7.87, -2.65, 1.68)
C (-4.93, -2.15, -1.83)
C (-0.49, -0.91, 0.46)
C (-3.38, 4.57, 0.42)
C (-4.06, 1.96, 1.02)
C (1.94, -0.77, 0.39)
C (6.46, -2.61, -0.69)
C (0.55, 0.52, -1.11)
C (6.70, -1.91, 1.59)
C (-4.28, 2.96, 1.94)
H (6.35, -1.37, 2.46)
H (-4.34, 0.94, 1.26)
H (-1.68, 0.72, 1.19)
H (-2.90, -1.48, -1.79)
H (3.29, 0.84, -0.13)
H (1.41, 1.16, -1.30)
H (-2.72, 3.81, -1.46)
H (-3.04, 1.62, -2.20)
H (-5.84, 1.50, -1.01)
H (-7.62, -0.17, -1.30)
H (-2.62, -0.68, 0.60)
H (8.41, -2.67, 2.61)
H (5.90, -2.58, -1.61)
H (9.25, -3.94, 0.67)
H (-3.12, 5.59, 0.18)
H (-0.39, -1.35, 1.46)
H (-0.57, -1.73, -0.28)
H (0.50, -0.26, -1.90)
H (-4.73, 2.72, 2.90)
H (1.83, -1.47, 1.23)
H (5.00, 0.33, 1.59)
H (2.25, -1.35, -0.50)
H (7.98, -3.89, -1.45)
H (-0.64, 2.19, -0.44)
H (-0.81, 1.80, -2.18)
H (1.60, 1.19, 1.62)
H (-4.67, -3.17, -2.07)
H (-4.12, 5.06, 2.37)
H (-7.04, -2.52, -1.81)
H (4.04, -1.09, 2.12)


Entry 7:
The following is a DFT calculation (wB97M-V/def2-TZVPD) of the molecule C26H30N2O4.

Results
* E_tot: -38618.094 eV
* structure (SMILES): COc1ccc([C@H]2C[C@](C)(c3ccc(OC)cc3OC)Nc3ccccc3N2)c(OC)c1

CARTESIAN COORDINATES (ANGSTROEM)
O (0.70, -0.26, 3.22)
O (1.73, 1.23, -1.96)
O (-1.42, 3.95, 3.83)
O (-2.01, 1.53, -5.04)
N (0.34, -2.71, -1.06)
N (-0.77, -1.93, 1.52)
C (0.05, -3.98, 2.42)
C (-0.53, -0.73, 0.75)
C (-1.90, 2.65, 1.81)
C (1.14, -5.62, 1.07)
C (0.22, -0.57, -2.20)
C (-0.80, 0.51, 1.57)
C (0.63, -5.22, 2.29)
C (-0.15, 0.72, 2.80)
C (2.14, 2.54, -2.27)
C (0.48, -3.49, 0.10)
C (1.06, -4.75, 0.00)
C (-0.06, -3.10, 1.34)
C (-0.94, -1.08, -2.79)
C (0.97, -1.40, -1.16)
C (-1.24, 0.90, -4.10)
C (-0.11, 1.44, -3.51)
C (0.62, 0.72, -2.57)
C (-1.63, 2.82, -5.46)
C (-1.66, -0.37, -3.72)
C (-0.39, 1.88, 3.52)
C (-1.66, 1.48, 1.11)
C (-2.30, 4.96, 3.41)
C (0.90, -0.69, 0.20)
C (1.39, -0.09, 4.43)
C (2.44, -1.57, -1.59)
C (-1.27, 2.85, 3.03)
H (-2.28, 5.72, 4.20)
H (-2.55, -0.78, -4.17)
H (2.42, 2.65, -3.32)
H (-0.36, -3.67, 3.37)
H (2.04, 0.78, 4.41)
H (-2.59, 3.38, 1.41)
H (0.59, -3.26, -1.87)
H (-1.98, 5.41, 2.47)
H (-1.64, 3.54, -4.64)
H (2.50, -1.98, -2.59)
H (2.93, -2.27, -0.90)
H (2.00, -0.99, 4.55)
H (0.70, -0.01, 5.28)
H (1.57, -1.18, 0.91)
H (1.37, 3.28, -2.02)
H (1.23, 0.34, 0.07)
H (3.02, 2.73, -1.64)
H (-1.22, -0.72, -0.10)
H (0.69, -5.88, 3.15)
H (1.46, -5.05, -0.96)
H (1.60, -6.59, 0.95)
H (0.22, 2.43, -3.79)
H (0.08, 2.08, 4.46)
H (-1.28, -2.06, -2.49)
H (-2.37, 3.11, -6.21)
H (2.97, -0.63, -1.56)
H (-0.97, -1.75, 2.49)
H (-2.15, 1.33, 0.16)
H (-0.64, 2.81, -5.93)
H (-3.33, 4.58, 3.31)